Computed, not measured: a structure of composition C2H2BiFO, with ωB97M-V/def2-TZVPD.

Last column: natural (NBO) charge in e.
CARTESIAN COORDINATES (ANGSTROEM)
C1 0.47540 -0.02603 0.44148  0.40
C2 -0.77372 0.49961 0.11432  0.13
F1 1.45633 0.90099 0.64795  -0.24
O1 0.45013 -0.45867 -0.86835  -0.74
H1 -0.86743 1.56657 -0.08803  0.31
H2 -1.66760 -0.11886 0.19807  0.27
Bi1 0.92689 -2.36361 -0.44543  1.88

Properties
LUMO energy (alpha / beta)   -13.4 / -13.5 eV
Net charge   +2
Calculated total energy   -12684.8009 eV
Orbital gap (alpha / beta)   7.1447 / 6.3988 eV
Molecular weight   270.0 g mol⁻¹

Computed, not measured: a cluster of 2 separate species, C2H2Br2ClF in total, with ωB97M-V/def2-TZVPD.

Last column: natural (NBO) charge in e.
CARTESIAN COORDINATES (ANGSTROEM)
C1 0.71801 0.24040 -0.16721  -0.51
C2 -0.67159 0.01027 0.25763  0.10
F1 -0.41473 -2.36097 -0.13822  -0.67
Cl1 -1.15592 0.00205 1.89920  0.21
Br1 1.16836 2.16552 -0.27801  0.02
Br2 -2.02786 0.01363 -1.01165  0.31
H1 1.00588 0.07568 -1.12973  0.27
H2 1.37785 -0.14658 0.56800  0.27

Properties
LUMO energy (alpha / beta)   -2.7 / -2.7 eV
Net charge   0
Calculated total energy   -157427.6481 eV
Orbital gap (alpha / beta)   7.5024 / 7.3931 eV
Molecular weight   240.3 g mol⁻¹

Computed, not measured: a structure of composition C2H2Br2I2, with ωB97M-V/def2-TZVPD.

Last column: natural (NBO) charge in e.
CARTESIAN COORDINATES (ANGSTROEM)
C1 -0.18975 0.85122 0.21812  -0.38
C2 0.10192 0.50990 -1.04546  -0.38
Br1 -3.46466 -0.08964 1.36463  -0.15
Br2 0.32704 1.74246 -2.36914  0.12
I1 -0.95533 2.79386 0.64608  0.13
I2 -3.39096 -0.50657 -1.13557  0.16
H1 -0.38449 0.09335 1.09428  0.26
H2 0.50308 -0.54919 -1.23601  0.25

Properties
LUMO energy   -2.0 eV
Net charge   0
Calculated total energy   -158391.4531 eV
Orbital gap   7.0550 eV
Molecular weight   439.7 g mol⁻¹

Computed, not measured: a cluster of 2 separate species, C2H2Br2O3 in total, with ωB97M-V/def2-TZVPD.

Last column: natural (NBO) charge in e.
CARTESIAN COORDINATES (ANGSTROEM)
C1 -0.27303 -0.98944 -0.31104  0.46
C2 1.51947 -0.54901 0.08062  0.28
O1 0.82034 -1.23103 -0.94006  -0.48
O2 0.32089 -0.18812 0.66305  -0.55
O3 -2.07799 1.68625 0.19730  -0.77
Br1 2.44062 1.01707 -0.59444  0.07
Br2 -3.33200 0.50865 -0.51585  0.28
H1 -1.44372 1.05640 0.68514  0.49
H2 2.02543 -1.31076 0.73527  0.23

Properties
LUMO energy   -0.2 eV
Net charge   0
Calculated total energy   -148328.9016 eV
Orbital gap   9.5930 eV
Molecular weight   233.8 g mol⁻¹

Computed, not measured: a structure of composition C2H2Br2S2, with ωB97M-V/def2-TZVPD.

Last column: natural (NBO) charge in e.
CARTESIAN COORDINATES (ANGSTROEM)
C1 0.49926 -0.67770 0.01586  -0.29
C2 -0.49690 0.20767 0.25751  -0.33
S1 1.86273 -0.47176 -1.06352  0.05
S2 -1.73236 -0.01738 1.46672  0.09
Br1 0.96689 -2.41928 0.83514  0.09
Br2 -0.61470 1.85206 -0.73007  0.10
H1 1.38966 0.19949 -2.14085  0.14
H2 -1.87459 1.32690 1.35921  0.15

Properties
LUMO energy   -0.1 eV
Net charge   0
Calculated total energy   -163860.3147 eV
Orbital gap   8.4222 eV
Molecular weight   250.0 g mol⁻¹

Computed, not measured: a structure of composition C2H2Br3I, with ωB97M-V/def2-TZVPD.

Last column: natural (NBO) charge in e.
CARTESIAN COORDINATES (ANGSTROEM)
C1 0.39110 0.57904 0.71638  -0.45
C2 -0.24128 -0.53421 -0.78932  -0.55
Br1 -1.06947 1.06531 1.85433  0.11
Br2 1.47368 2.00637 0.14544  0.11
Br3 -1.81011 0.17086 -1.44313  0.13
I1 -0.26816 -2.53079 0.05311  0.16
H1 1.02929 -0.26718 1.20070  0.24
H2 0.49495 -0.48939 -1.73751  0.26

Properties
LUMO energy   -0.2 eV
Net charge   0
Calculated total energy   -220332.4936 eV
Orbital gap   9.4530 eV
Molecular weight   392.7 g mol⁻¹

Computed, not measured: a structure of composition C2H2Br6, with ωB97M-V/def2-TZVPD.

Last column: natural (NBO) charge in e.
CARTESIAN COORDINATES (ANGSTROEM)
C1 2.18542 -1.74127 0.75494  -0.50
Br1 1.39488 -0.04959 1.23040  0.13
Br2 0.81574 -3.18256 0.29529  0.02
Br3 3.50400 -2.49132 1.91599  0.11
H1 2.70207 -1.73559 -0.23489  0.23
C2 -2.00158 1.86053 -0.87051  -0.51
Br4 -2.56370 0.05364 -0.42133  0.07
Br5 -0.81910 2.73511 0.25137  0.15
Br6 -3.67370 2.92999 -1.08662  0.05
H2 -1.54403 1.62106 -1.83463  0.23

Properties
LUMO energy   -0.4 eV
Net charge   0
Calculated total energy   -422360.1002 eV
Orbital gap   9.9198 eV
Molecular weight   505.5 g mol⁻¹

Computed, not measured: a cluster of 2 separate species, C2H2BrCl2NO in total, with ωB97M-V/def2-TZVPD.

Last column: natural (NBO) charge in e.
CARTESIAN COORDINATES (ANGSTROEM)
C1 -1.20573 -1.12407 -0.00923  0.46
C2 0.64162 1.39243 0.01970  -0.10
N1 -0.05564 -0.79560 0.49248  -0.62
O1 -2.13308 -0.35371 -0.24876  -0.63
Cl1 1.42795 1.16394 -1.47540  0.12
Cl2 1.59831 2.11842 1.17996  0.17
Br1 1.37943 -1.85189 0.46835  0.24
H1 -1.28283 -2.21773 -0.30316  0.11
H2 -0.37005 1.66821 -0.12394  0.25

Properties
LUMO energy (alpha / beta)   -2.0 / -2.0 eV
Net charge   0
Calculated total energy   -100727.4137 eV
Orbital gap (alpha / beta)   7.0391 / 7.0492 eV
Molecular weight   206.9 g mol⁻¹

Computed, not measured: the molecule C2H2BrCl3, with ωB97M-V/def2-TZVPD.

Last column: natural (NBO) charge in e.
CARTESIAN COORDINATES (ANGSTROEM)
C1 1.78216 -0.46004 -0.67871  -0.46
C2 -1.30411 0.18311 0.49273  -0.34
Cl1 2.72699 1.01207 -0.67086  -0.06
Cl2 0.63565 -0.48221 0.54269  0.40
Cl3 -1.54488 1.00155 1.97702  0.06
Br1 -2.29971 -1.58210 0.24916  0.03
H1 1.39413 -0.49795 -1.59316  0.18
H2 -1.39023 0.82557 -0.31887  0.20

Properties
LUMO energy (alpha / beta)   -0.8 / -0.8 eV
Net charge   0
Calculated total energy   -109711.5088 eV
Orbital gap (alpha / beta)   7.4319 / 7.3607 eV
Molecular weight   212.3 g mol⁻¹

Summary of energy relative to the best compared isomer or geometry (same formula, charge and spin) in kcal per mole
33.04, 50.44, 12.34, 68.82, 22.29, 29.03, 11.93, 80.61, 102.27
(order as listed above)